Density functional theory data (wB97M-V/def2-TZVPD) for a molecular structure, C59H48Cl2HfN5O4P2Se in a non-equilibrium geometry.

Last column: Löwdin charge in e.
Positions of all 122 atoms, in Å:
Hf 0.301 -0.894 -0.027  1.579
C 3.237 1.178 -2.792  -0.060
C 2.520 0.927 -3.969  -0.036
C 1.704 -0.168 -4.014  0.008
C 1.571 -0.979 -2.875  -0.368
N 2.114 -0.643 -1.695  0.035
C 2.987 0.389 -1.706  -0.149
N 1.009 -2.233 -3.069  0.149
C 0.830 -3.070 -2.119  -0.295
N 0.896 -2.862 -0.738  -0.010
C 0.610 -4.073 -0.124  -0.285
N 0.506 -4.361 1.118  0.173
C 0.614 -3.469 2.170  -0.296
C 0.589 -4.068 3.439  0.003
C 0.665 -3.303 4.574  -0.039
C 0.775 -1.921 4.436  -0.041
C 0.794 -1.395 3.171  -0.148
N 0.716 -2.130 2.038  0.057
C 0.405 -5.109 -1.161  -0.099
C 0.149 -6.462 -1.055  0.002
C 0.003 -7.174 -2.239  -0.057
C 0.113 -6.542 -3.480  -0.055
C 0.373 -5.180 -3.571  -0.010
C 0.514 -4.486 -2.385  -0.103
H 3.966 1.976 -2.731  0.111
H 2.651 1.556 -4.841  0.118
H 1.166 -0.460 -4.905  0.124
H 3.521 0.551 -0.784  0.072
H 0.499 -5.144 3.473  0.118
H 0.640 -3.764 5.553  0.116
H 0.831 -1.260 5.290  0.111
H 0.872 -0.330 3.035  0.066
H 0.065 -6.938 -0.087  0.117
H -0.197 -8.237 -2.202  0.107
H 0.003 -7.126 -4.384  0.108
H 0.459 -4.676 -4.525  0.120
O 1.951 0.222 1.165  -0.421
P 2.645 1.513 1.517  0.797
C 2.230 2.900 0.405  -0.267
P 0.646 2.678 -0.463  0.789
O 0.445 1.218 -0.724  -0.534
C -0.686 3.417 0.452  -0.280
C -1.916 2.762 0.458  -0.081
C -3.003 3.370 1.070  -0.058
C -2.867 4.620 1.657  -0.060
C -1.646 5.285 1.622  -0.067
C -0.556 4.689 1.010  -0.092
C 0.773 3.572 -1.999  -0.272
C 1.793 4.468 -2.304  -0.082
C 1.778 5.141 -3.518  -0.069
C 0.743 4.924 -4.417  -0.062
C -0.272 4.021 -4.118  -0.051
C -0.261 3.341 -2.911  -0.057
C 2.378 2.076 3.193  -0.296
C 2.875 1.252 4.208  -0.076
C 2.773 1.643 5.532  -0.055
C 2.194 2.866 5.851  -0.056
C 1.702 3.688 4.849  -0.079
C 1.792 3.295 3.521  -0.126
C 4.418 1.305 1.409  -0.307
C 4.944 0.020 1.307  -0.073
C 6.320 -0.158 1.265  -0.053
C 7.163 0.943 1.323  -0.058
C 6.639 2.226 1.439  -0.061
C 5.267 2.410 1.488  -0.067
H 2.992 2.896 -0.377  0.060
H 2.290 3.849 0.936  0.067
H -2.014 1.797 -0.026  0.049
H -3.960 2.863 1.087  0.111
H -3.720 5.091 2.127  0.112
H -1.550 6.272 2.056  0.111
H 0.387 5.225 0.957  0.108
H 2.602 4.651 -1.607  0.100
H 2.572 5.836 -3.762  0.110
H 0.727 5.463 -5.356  0.111
H -1.074 3.849 -4.823  0.114
H -1.029 2.607 -2.688  0.079
H 3.339 0.305 3.958  0.117
H 3.157 1.001 6.315  0.114
H 2.131 3.179 6.885  0.114
H 1.240 4.635 5.098  0.115
H 1.368 3.933 2.758  0.076
H 4.274 -0.831 1.247  0.115
H 6.733 -1.155 1.185  0.114
H 8.236 0.803 1.280  0.113
H 7.300 3.081 1.495  0.112
H 4.860 3.410 1.597  0.114
Cl -5.001 -1.320 5.303  0.690
C -3.771 -0.937 4.142  -0.658
C -2.963 0.181 4.341  -0.098
C -1.984 0.504 3.429  -0.541
Cl -0.984 1.882 3.731  0.830
C -1.751 -0.258 2.265  -0.369
O -0.853 0.097 1.389  -0.259
C -2.569 -1.401 2.118  -0.133
C -2.383 -2.300 1.005  -0.135
O -1.466 -2.237 0.193  -0.161
C -3.578 -1.721 3.037  -0.039
H -3.107 0.801 5.216  0.113
H -3.130 -3.092 0.864  0.160
H -4.191 -2.599 2.868  0.126
C -6.947 -2.487 -3.987  -0.049
C -5.620 -2.057 -3.419  -0.269
C -5.539 -1.275 -2.277  -0.021
C -4.319 -0.842 -1.766  -0.296
C -4.344 0.037 -0.540  -0.078
C -3.130 -1.198 -2.427  -0.460
Se -1.537 -0.260 -1.897  0.862
C -3.185 -2.029 -3.553  -0.281
C -1.971 -2.542 -4.276  -0.060
C -4.432 -2.434 -4.024  -0.018
H -7.777 -2.073 -3.415  0.073
H -7.040 -3.575 -3.982  0.082
H -7.049 -2.158 -5.022  0.082
H -6.453 -0.978 -1.771  0.114
H -5.282 -0.094 0.003  0.086
H -4.257 1.091 -0.823  0.081
H -3.518 -0.178 0.130  0.025
H -1.063 -2.049 -3.950  0.008
H -2.080 -2.404 -5.354  0.089
H -1.856 -3.613 -4.092  0.078
H -4.465 -3.066 -4.908  0.125

Calculated values
* E_LUMO: -2.749 eV
* HOMO level: -9.3 eV
* F_max: 1.3 eV/Å
* total charge: +1
* spin multiplicity: 1
* gap between HOMO and LUMO: 6.53 eV

***

Density functional theory data (wB97M-V/def2-TZVPD) for a molecular structure, C59H48F3N8O6Y in a non-equilibrium geometry.

Last column: Löwdin charge in e.
Positions of all 125 atoms, in Å:
Y 0.391 0.256 -0.255  1.401
C -5.475 -3.092 7.443  -0.084
O -5.268 -1.808 6.878  -0.082
C -4.415 -1.723 5.824  -0.291
C -3.737 -2.805 5.278  -0.011
C -2.879 -2.601 4.197  -0.017
C -2.688 -1.340 3.647  -0.226
C -3.388 -0.269 4.207  -0.018
C -4.239 -0.453 5.282  0.004
C -1.750 -1.150 2.489  -0.100
C -2.286 -1.210 1.198  -0.238
C -3.680 -1.457 0.893  0.013
C -3.786 -1.480 -0.454  0.012
C -2.454 -1.261 -0.983  -0.236
N -1.573 -1.084 0.042  0.032
C -2.135 -1.271 -2.345  -0.065
C -0.842 -1.209 -2.888  -0.241
C -0.542 -1.435 -4.287  0.007
C 0.808 -1.410 -4.409  0.008
C 1.343 -1.149 -3.093  -0.253
C 2.706 -1.077 -2.794  -0.064
C 3.674 -1.268 -3.922  -0.229
C 4.079 -0.184 -4.705  -0.011
C 5.017 -0.343 -5.709  0.005
C 5.571 -1.596 -5.953  -0.292
O 6.493 -1.657 -6.948  -0.081
C 7.110 -2.913 -7.176  -0.086
C 5.166 -2.690 -5.199  -0.014
C 4.222 -2.513 -4.188  -0.020
C 3.238 -0.890 -1.511  -0.221
N 2.508 -0.714 -0.371  0.011
C 3.397 -0.656 0.664  -0.240
C 3.068 -0.595 2.026  -0.077
C 4.200 -0.459 3.005  -0.226
C 4.536 0.794 3.525  -0.009
C 5.595 0.944 4.403  0.007
C 6.349 -0.165 4.781  -0.291
O 7.376 0.075 5.639  -0.084
C 8.215 -1.021 5.968  -0.085
C 6.023 -1.420 4.286  -0.012
C 4.952 -1.554 3.402  -0.024
C 1.776 -0.691 2.564  -0.249
C 1.511 -0.817 3.979  -0.002
C 0.172 -0.998 4.110  -0.005
C -0.388 -0.974 2.777  -0.256
N 0.604 -0.770 1.862  0.028
C 4.747 -0.753 0.151  0.012
C 4.648 -0.908 -1.189  0.013
N 0.320 -1.022 -2.198  0.003
C -3.270 -1.415 -3.316  -0.230
C -3.758 -0.300 -4.001  -0.016
C -4.805 -0.415 -4.898  0.006
C -5.386 -1.657 -5.136  -0.291
O -6.406 -1.675 -6.033  -0.081
C -7.018 -2.927 -6.287  -0.086
C -4.914 -2.779 -4.468  -0.012
C -3.861 -2.646 -3.562  -0.024
H -6.173 -2.955 8.261  0.090
H -4.544 -3.513 7.830  0.094
H -5.905 -3.785 6.715  0.095
H -3.865 -3.805 5.671  0.102
H -2.351 -3.447 3.767  0.128
H -3.271 0.728 3.792  0.114
H -4.784 0.377 5.719  0.121
H -4.460 -1.604 1.627  0.114
H -4.675 -1.636 -1.048  0.113
H -1.278 -1.623 -5.057  0.115
H 1.403 -1.560 -5.301  0.117
H 3.648 0.794 -4.513  0.126
H 5.339 0.494 -6.319  0.121
H 7.843 -2.753 -7.960  0.090
H 6.386 -3.660 -7.509  0.093
H 7.616 -3.278 -6.279  0.094
H 5.567 -3.677 -5.385  0.100
H 3.907 -3.368 -3.597  0.127
H 3.964 1.665 3.219  0.106
H 5.866 1.915 4.803  0.120
H 9.004 -0.623 6.599  0.090
H 8.660 -1.465 5.074  0.094
H 7.671 -1.792 6.519  0.093
H 6.586 -2.298 4.576  0.101
H 4.699 -2.536 3.016  0.127
H 2.264 -0.802 4.755  0.115
H -0.395 -1.156 5.018  0.112
H 5.646 -0.717 0.752  0.113
H 5.450 -1.027 -1.906  0.114
H -3.309 0.671 -3.814  0.118
H -5.194 0.448 -5.430  0.121
H -7.805 -2.739 -7.009  0.091
H -7.457 -3.349 -5.379  0.094
H -6.307 -3.642 -6.706  0.094
H -5.350 -3.756 -4.638  0.101
H -3.489 -3.522 -3.038  0.127
O -0.998 1.954 2.273  -0.073
H -1.194 2.525 1.514  0.019
H -1.673 1.269 2.249  0.024
O 0.675 1.730 -2.963  -0.069
H 0.142 2.517 -2.805  0.028
H 0.213 1.206 -3.627  0.036
N 1.722 4.471 4.789  0.165
C 1.418 3.491 3.909  -0.501
N 0.658 2.483 4.331  0.205
N 1.934 3.589 2.711  0.127
C 1.785 2.727 1.739  -0.310
N 1.705 2.073 0.785  0.120
H 1.226 4.564 5.655  0.104
H 2.226 5.262 4.434  0.109
H 0.255 2.482 5.248  0.118
H 0.323 1.796 3.672  0.064
F -5.588 7.999 -0.631  0.133
C -5.265 7.428 -1.813  -0.579
F -6.414 7.103 -2.433  0.131
F -4.662 8.386 -2.550  0.134
C -4.373 6.243 -1.618  -0.137
C -3.154 6.430 -0.980  -0.013
C -2.320 5.350 -0.755  -0.020
C -2.694 4.062 -1.163  -0.250
C -3.917 3.896 -1.814  -0.018
C -4.754 4.980 -2.039  -0.006
C -1.828 2.939 -0.907  -0.136
C -1.084 1.986 -0.687  -0.141
H -2.861 7.424 -0.661  0.125
H -1.367 5.487 -0.260  0.116
H -4.214 2.904 -2.133  0.111
H -5.703 4.843 -2.541  0.119

Calculated values
* E_LUMO: -0.869 eV
* HOMO level: -6.7 eV
* F_max: 2.0 eV/Å
* total charge: 0
* spin multiplicity: 1
* gap between HOMO and LUMO: 5.85 eV